[1]
{
  "formula": "C24H35N11O4Zr",
  "method": "the ωB97M-V functional and the def2-TZVPD basis",
  "symbols": ["H", "N", "C", "O", "H", "H", "C", "N", "H", "H", "H", "H", "Zr", "N", "C", "H", "H", "H", "H", "C", "H", "N", "H", "H", "C", "H", "H", "H", "C", "C", "H", "N", "C", "C", "H", "H", "H", "C", "H", "C", "C", "H", "C", "C", "C", "H", "C", "C", "N", "H", "O", "H", "N", "H", "H", "C", "N", "H", "C", "H", "N", "C", "H", "H", "C", "N", "H", "O", "C", "N", "H", "C", "O", "H", "C"],
  "xyz": [[-2.145, -0.143, 4.314], [3.687, 0.069, 2.302], [-2.946, 1.694, -0.975], [-2.354, 0.773, -0.316], [1.191, 3.935, 0.916], [-2.613, -4.990, -0.576], [-4.699, -2.649, 0.661], [-4.272, 1.820, -0.914], [0.914, 1.140, -6.932], [0.011, 3.144, 2.794], [-3.413, 3.475, -3.189], [-2.258, 2.249, 3.416], [-0.640, -0.128, 0.517], [0.593, 1.271, -5.984], [-2.080, -2.987, 0.009], [1.800, -0.930, -6.240], [3.642, -3.023, -1.008], [2.418, 1.088, -0.748], [0.282, -1.695, 4.058], [-0.663, -3.121, -0.242], [-0.244, -2.665, 2.653], [1.491, -0.731, -5.298], [-4.815, 1.125, -0.426], [-0.162, 3.697, -0.197], [0.374, 3.253, 0.651], [1.982, 2.709, -1.341], [-0.543, 0.637, 4.183], [7.415, -2.064, 0.755], [0.234, 0.239, -2.671], [0.825, 0.384, -5.030], [-2.954, 1.039, 2.302], [0.368, 0.689, -3.814], [3.593, -1.544, 0.541], [2.373, 0.222, 2.242], [4.236, 0.569, 2.997], [-5.727, -2.483, 0.947], [-1.378, -2.327, 3.982], [5.745, -0.996, 1.551], [0.061, 2.108, -5.798], [-1.407, 0.265, 3.611], [-2.029, 1.385, 2.785], [-1.247, 2.358, -1.795], [-3.750, -1.642, 0.817], [6.353, -1.889, 0.687], [-4.303, -3.877, 0.150], [1.937, 0.944, 2.927], [2.115, 2.092, -0.447], [4.369, -0.807, 1.468], [0.086, -2.115, 0.077], [-4.042, -0.680, 1.224], [-1.106, 1.729, 1.745], [-0.246, -4.052, -0.621], [-2.461, -1.782, 0.510], [6.100, -3.285, -0.922], [-4.782, 2.459, -1.506], [2.161, -1.393, 0.591], [1.572, -0.432, 1.425], [1.680, -1.432, -4.598], [-0.551, 3.052, 1.858], [-5.008, -4.686, 0.031], [0.003, 0.055, -1.526], [5.603, -2.597, -0.256], [6.336, -0.472, 2.287], [-1.352, 3.800, 1.850], [-0.553, -1.923, 3.388], [1.420, -2.228, -0.084], [-1.954, 4.347, -2.730], [-0.976, -0.743, 2.680], [-2.772, 3.744, -2.350], [-2.229, 2.577, -1.673], [-3.342, 4.355, -1.650], [-2.968, -4.048, -0.186], [0.890, 1.965, 0.282], [2.889, 2.545, 0.182], [4.235, -2.444, -0.321]],
  "forces_ev_per_angstrom": [[0.2, 0.0, -0.2], [-0.4, 0.2, 0.3], [0.0, 0.7, -0.2], [0.0, -0.4, 0.1], [-0.1, -0.2, 0.0], [0.1, -0.1, -0.1], [0.2, -0.2, -0.1], [0.2, -0.2, 0.0], [0.0, -0.1, 0.0], [-0.2, -0.2, -0.1], [0.0, -0.1, 0.0], [0.0, -0.1, -0.1], [-0.6, 1.4, -0.3], [0.0, 0.0, -0.1], [-0.7, -0.3, 0.1], [0.0, 0.0, 0.0], [-0.1, -0.1, -0.1], [0.0, 0.2, 0.0], [-0.1, 0.1, -0.2], [0.4, 0.3, 0.2], [0.0, 0.1, 0.1], [0.0, 0.0, -0.1], [0.0, 0.0, 0.0], [0.1, -0.1, 0.1], [-0.4, 0.0, 0.2], [-0.1, 0.0, 0.1], [-0.1, -0.2, -0.1], [0.1, 0.1, 0.0], [-0.1, 0.2, 0.1], [0.2, -0.2, -0.4], [0.2, 0.2, 0.1], [-0.2, 0.4, 0.1], [0.6, 0.4, 0.4], [0.2, 0.4, 0.3], [-0.3, 0.0, 0.0], [-0.1, 0.1, 0.0], [0.0, 0.2, -0.2], [-0.1, 0.0, 0.0], [0.1, -0.1, 0.1], [-0.3, 0.9, 0.1], [-0.4, -0.5, 0.7], [-0.3, 0.0, 0.1], [-0.1, 0.2, 0.1], [-0.2, 0.0, 0.0], [0.0, 0.3, 0.1], [0.1, 0.0, -0.1], [0.3, -0.3, -0.3], [0.0, -0.9, -0.9], [-0.5, -0.8, 0.3], [0.0, -0.1, 0.0], [0.1, 0.0, 0.4], [0.1, 0.2, 0.0], [0.3, -0.5, -0.4], [0.0, -0.1, 0.0], [0.1, 0.0, 0.0], [-0.6, -0.6, 0.0], [0.1, -0.4, -0.8], [-0.1, 0.2, 0.0], [0.7, 0.5, -0.4], [-0.1, 0.0, 0.0], [0.1, -0.5, 0.2], [-0.1, 0.0, 0.0], [0.0, 0.1, 0.1], [0.1, -0.2, 0.0], [0.2, -0.8, 0.1], [1.3, -0.4, -0.4], [0.1, 0.0, 0.0], [-0.2, 0.3, 0.3], [-0.3, 0.2, -0.1], [0.2, -0.4, 0.1], [0.0, 0.0, 0.0], [0.5, 0.5, 0.1], [-0.4, 0.4, 0.3], [-0.1, -0.1, 0.0], [0.0, 0.2, 0.2]],
  "lowdin_charge": [0.16, 0.17, -0.50, -0.19, 0.15, 0.14, 0.02, 0.26, 0.15, 0.15, 0.11, 0.16, 1.98, 0.24, -0.23, 0.15, 0.12, 0.08, 0.12, 0.02, 0.09, 0.24, 0.13, 0.13, -0.13, 0.11, 0.15, 0.14, -0.26, -0.43, 0.13, 0.18, -0.09, -0.10, 0.19, 0.13, 0.12, 0.03, 0.14, -0.12, -0.12, 0.12, -0.09, 0.01, 0.03, 0.16, -0.05, -0.15, -0.19, 0.11, -0.32, 0.16, 0.01, 0.13, 0.13, -0.28, 0.02, 0.14, -0.09, 0.14, 0.02, -0.01, 0.13, 0.16, -0.02, 0.08, 0.10, -0.37, -0.02, 0.06, 0.11, 0.05, -0.33, 0.11, 0.01],
  "homo_energy_ev": -18.4,
  "total_energy_ha": -1884.724013,
  "total_charge": 4,
  "fmax_ha_per_bohr": 0.0308,
  "spin_multiplicity": 1,
  "relative_energy_kj_mol": 109.6
}

[2]
{
  "formula": "C24H35N2W",
  "method": "the ωB97M-V functional and the def2-TZVPD basis",
  "symbols": ["H", "H", "H", "C", "H", "H", "H", "H", "H", "C", "C", "C", "C", "H", "H", "C", "C", "H", "C", "H", "H", "C", "W", "C", "C", "H", "H", "C", "H", "H", "C", "H", "C", "H", "H", "H", "C", "H", "C", "C", "H", "H", "H", "C", "C", "C", "H", "H", "H", "H", "C", "H", "H", "H", "C", "C", "H", "H", "C", "N", "N", "H"],
  "xyz": [[-4.387, 3.364, -0.986], [-2.451, -1.264, -0.269], [1.491, -2.502, 2.699], [0.527, 3.086, -1.448], [-0.691, -2.819, 2.245], [1.692, -0.013, -3.075], [-1.782, -3.189, 0.903], [-2.147, 0.433, 4.925], [-2.818, 3.076, -0.352], [1.628, 3.059, -3.530], [2.717, 2.144, -1.542], [3.360, -0.696, -0.562], [-2.054, -0.449, 0.321], [0.243, -0.905, -3.523], [2.590, -1.149, 2.319], [-2.787, 0.772, 0.147], [-0.125, 0.412, 3.034], [-3.533, -0.282, -2.740], [1.409, 1.925, -1.003], [-2.060, 0.157, -2.002], [-2.898, 1.292, -2.997], [1.041, -1.418, -1.604], [0.153, -0.091, -0.043], [-0.091, -2.131, -1.087], [0.424, 2.982, -2.840], [4.118, -1.492, -0.556], [3.535, -0.076, -1.440], [-3.090, 0.532, -2.214], [-1.013, -3.778, -2.116], [1.672, 3.272, -4.587], [0.113, -2.346, 0.314], [3.714, 1.932, -1.118], [2.149, -2.079, 1.930], [-1.250, 1.983, 4.988], [-0.482, 2.970, -3.415], [-2.535, 1.524, 0.875], [1.212, -0.993, -3.020], [2.977, -2.793, 1.789], [-3.717, 1.097, -0.892], [2.795, 2.841, -2.779], [-3.116, 2.964, -2.063], [0.791, -0.296, 6.091], [-1.335, -2.205, -2.855], [-1.201, -2.716, -1.895], [-0.734, -3.181, 1.212], [1.978, -1.239, -0.520], [-1.974, -0.821, 1.348], [1.834, -1.688, -3.600], [1.960, 0.000, 4.760], [3.553, -0.071, 0.319], [-3.557, 2.685, -1.080], [-0.411, -4.232, 1.236], [-2.163, -2.699, -1.374], [3.764, 3.034, -3.236], [-1.179, 0.900, 5.159], [1.416, -1.850, 0.651], [0.956, -1.488, 4.762], [-0.369, 3.627, -1.085], [0.976, -0.417, 5.020], [-0.107, 0.319, 4.319], [0.179, 0.291, 1.886], [-0.909, 0.698, 6.200]],
  "forces_ev_per_angstrom": [[-0.9, -0.2, 0.1], [-0.1, 0.1, -0.1], [0.1, 0.1, -0.2], [-1.9, -4.4, -0.5], [-0.1, 0.0, -0.1], [0.0, 0.0, 0.0], [0.1, 0.1, 0.0], [0.3, 0.1, 0.2], [-0.5, -0.2, -0.2], [0.7, -0.9, 0.4], [-0.2, 0.9, -1.6], [0.5, 0.3, 0.0], [0.7, -1.1, 0.0], [0.2, 0.0, 0.1], [-0.1, -0.3, -0.1], [-2.6, 0.5, -1.1], [1.7, -0.9, -2.4], [-0.9, -0.7, -0.2], [-0.7, 2.1, 2.2], [-0.5, 0.1, -0.1], [-0.6, -0.2, 0.7], [0.4, -0.8, -0.1], [-0.5, 3.1, -1.0], [0.4, -0.1, -0.3], [1.7, 1.6, -1.1], [-0.3, 0.0, 0.0], [-0.1, -0.2, 0.1], [0.6, -0.6, -0.5], [0.2, 0.3, 0.1], [0.0, -0.1, -0.1], [0.9, -0.7, -0.2], [-1.1, -0.6, 0.0], [0.1, 0.2, 0.5], [0.0, -0.3, 0.1], [-0.6, 1.0, 0.2], [-0.5, 0.4, 0.5], [0.2, 0.3, -0.5], [-0.3, 0.2, -0.1], [6.1, 2.2, 0.2], [0.2, -0.6, 0.0], [-0.4, -0.5, 0.6], [0.2, -0.1, -0.3], [0.1, -0.1, 0.2], [-0.5, -0.2, -0.3], [-0.4, -0.1, 0.3], [0.1, -1.3, -0.3], [-0.3, 0.3, 0.0], [-0.2, 0.0, 0.2], [-0.4, -0.1, 0.1], [0.0, -0.1, -0.2], [0.2, 0.5, 0.4], [0.1, 0.3, -0.2], [0.2, 0.0, -0.1], [-0.1, 0.0, 0.2], [-0.3, 0.2, -0.3], [0.0, -0.4, -0.8], [0.0, 0.4, 0.1], [0.4, -1.2, 1.2], [0.2, -0.2, -0.3], [-0.3, 0.1, 1.2], [-1.4, 1.7, 3.8], [-0.2, 0.2, -0.3]],
  "nbo_charge": [0.22, 0.22, 0.22, -0.16, 0.22, 0.25, 0.24, 0.22, 0.19, -0.26, -0.34, -0.64, -0.76, 0.23, 0.23, -0.10, 0.64, 0.21, -0.28, 0.16, 0.22, -0.11, 1.48, -0.04, -0.23, 0.24, 0.26, -0.62, 0.25, 0.23, -0.07, 0.23, -0.64, 0.23, 0.22, 0.18, -0.64, 0.26, -0.05, -0.21, 0.20, 0.23, 0.24, -0.64, -0.64, -0.08, 0.22, 0.24, 0.22, 0.23, -0.63, 0.25, 0.23, 0.22, -0.40, -0.07, 0.21, 0.22, -0.39, -0.44, -0.55, 0.23],
  "homo_energy_ev": [-9.8, -10.0],
  "total_energy_ha": -1111.538034,
  "total_charge": 1,
  "fmax_ha_per_bohr": 0.1258,
  "s_squared": 2.0811,
  "spin_multiplicity": 3,
  "relative_energy_kj_mol": 760.4
}

[3]
{
  "formula": "C24H35N3O2",
  "method": "the ωB97M-V functional and the def2-TZVPD basis",
  "symbols": ["H", "H", "N", "C", "C", "H", "N", "H", "C", "H", "C", "H", "C", "H", "H", "C", "H", "C", "H", "C", "N", "H", "C", "H", "H", "H", "O", "H", "H", "C", "C", "C", "H", "C", "H", "C", "C", "H", "H", "H", "H", "C", "H", "H", "C", "C", "C", "H", "H", "H", "C", "C", "C", "H", "H", "H", "H", "H", "C", "H", "H", "H", "O", "C"],
  "xyz": [[-2.812, -2.842, 1.143], [4.460, -0.108, 2.504], [2.816, -1.320, -0.786], [6.477, 0.754, -0.634], [-1.717, -0.522, 1.587], [1.226, -0.419, 1.339], [-5.618, 1.107, -0.287], [-0.466, -1.155, -1.088], [7.413, 1.299, -1.674], [-6.568, 1.490, -2.111], [-3.769, -0.437, 0.148], [2.576, -3.337, -1.211], [-6.432, 1.964, -1.137], [0.313, 0.712, 0.329], [6.230, 1.613, 2.642], [3.693, -1.578, 0.345], [-0.917, 0.058, 2.045], [4.764, -0.523, 0.431], [5.278, -0.711, -1.640], [8.225, 2.328, -0.861], [-1.158, -1.647, 0.866], [3.161, -1.638, 1.307], [0.848, -0.238, 0.331], [4.168, -2.550, 0.169], [-8.234, 3.074, -0.601], [2.686, 0.695, -0.331], [7.739, 2.321, 0.482], [1.636, 0.132, -1.642], [-8.399, 1.311, -0.535], [-2.612, 0.384, 0.730], [-7.723, 2.147, -0.350], [5.033, 0.137, 1.621], [-2.035, 0.808, -0.094], [6.740, 1.403, 0.572], [-3.996, -2.286, -0.948], [-6.150, 1.033, 1.061], [-0.071, -1.389, -0.084], [-2.322, -0.943, 2.399], [9.292, 2.083, -0.831], [-6.787, 3.076, 1.357], [6.869, 1.768, -2.496], [1.965, -2.433, -1.148], [-5.920, 2.921, -1.294], [0.202, -3.499, -0.544], [-4.563, 0.447, -0.805], [5.498, -0.207, -0.712], [-2.242, -2.432, 0.301], [1.161, -2.907, 0.809], [-2.662, -1.269, -1.486], [8.050, 0.518, -2.092], [-3.190, -1.635, -0.604], [-7.230, 2.114, 1.095], [2.025, -0.115, -0.648], [-5.372, 1.209, 1.808], [8.114, 3.345, -1.251], [-1.827, -3.271, -0.256], [-8.017, 1.886, 1.810], [-2.991, 1.209, 1.338], [6.024, 1.105, 1.714], [-4.406, -0.796, 0.962], [-6.591, 0.044, 1.243], [1.569, -2.223, -2.148], [-4.247, 0.589, -1.974], [0.792, -2.656, -0.186]],
  "forces_ev_per_angstrom": [[0.0, -0.1, -0.1], [-0.1, 0.0, 0.1], [0.1, -0.1, 0.0], [0.2, 0.2, 0.2], [0.0, 0.3, 0.0], [0.0, 0.0, 0.1], [-0.3, 0.3, -0.1], [0.0, 0.0, 0.0], [0.0, 0.0, 0.0], [0.0, 0.1, 0.1], [0.2, 0.1, -0.5], [0.0, 0.0, -0.1], [0.0, 0.1, -0.4], [0.0, 0.1, 0.1], [0.0, 0.1, 0.1], [0.0, 0.0, -0.1], [0.0, 0.0, 0.1], [-0.1, -0.1, 0.1], [-0.1, -0.1, -0.1], [0.3, 0.2, -0.5], [0.1, 0.0, 0.1], [0.1, -0.1, 0.0], [0.0, -0.1, -0.3], [-0.1, 0.0, 0.1], [-0.1, 0.0, 0.0], [-0.1, 0.0, -0.1], [-0.1, 0.0, 0.5], [0.0, 0.1, 0.0], [0.0, 0.0, 0.0], [0.0, -0.2, 0.3], [0.2, 0.0, 0.1], [0.0, -0.1, -0.1], [0.0, 0.1, -0.1], [-0.3, -0.4, -0.2], [0.0, 0.0, -0.1], [0.0, -0.2, 0.5], [0.2, -0.2, 0.2], [0.0, 0.1, 0.0], [-0.1, 0.0, 0.0], [0.0, 0.0, 0.0], [0.0, 0.0, 0.0], [-0.1, -0.2, 0.0], [-0.1, 0.0, -0.1], [0.0, -0.1, 0.0], [0.0, -0.2, 0.4], [0.1, 0.1, 0.2], [-0.1, -0.1, -0.1], [0.0, 0.0, 0.1], [-0.1, 0.0, 0.0], [0.0, 0.0, 0.0], [0.1, 0.0, 0.2], [0.0, -0.1, -0.1], [-0.1, 0.2, 0.1], [-0.1, -0.1, 0.0], [0.0, -0.1, 0.0], [0.0, 0.0, 0.1], [0.0, 0.0, 0.1], [0.0, 0.1, 0.0], [0.3, 0.3, 0.0], [0.0, 0.0, 0.0], [0.1, 0.1, 0.1], [0.0, -0.1, 0.0], [0.2, 0.0, -0.3], [0.1, 0.2, -0.4]],
  "nbo_charge": [0.19, 0.21, -0.45, -0.01, -0.21, 0.20, -0.44, 0.17, -0.47, 0.23, -0.32, 0.20, -0.21, 0.21, 0.22, -0.24, 0.21, -0.06, 0.22, -0.06, -0.46, 0.17, -0.43, 0.21, 0.22, 0.21, -0.48, 0.19, 0.20, -0.41, -0.41, -0.19, 0.21, 0.28, 0.21, -0.21, -0.05, 0.19, 0.18, 0.20, 0.22, -0.21, 0.19, 0.21, 0.70, -0.20, -0.21, 0.20, 0.22, 0.22, -0.41, -0.41, -0.22, 0.20, 0.18, 0.20, 0.22, 0.20, -0.27, 0.20, 0.19, 0.19, -0.64, -0.41],
  "homo_energy_ev": -8.0,
  "total_energy_ha": -1250.282792,
  "fmax_ha_per_bohr": 0.0116,
  "smiles": "O=C(C1CCN(C2CCN(Cc3ccc4c(c3)CCO4)CC2)CC1)N1CCCC1",
  "spin_multiplicity": 1,
  "relative_energy_kj_mol": 76.7
}